# 1
{
  "formula": "C5H9FO",
  "method": "ωB97M-V with the def2-TZVPD basis set",
  "e_lumo_ev": 0.81,
  "smiles": "C=C(C)[C@@](C)(O)F",
  "e_tot_ha": -370.935491,
  "gap_ev": 10.35,
  "symbols": ["C", "C", "C", "C", "C", "O", "F", "H", "H", "H", "H", "H", "H", "H", "H", "H"],
  "xyz": [[-0.58, -1.80, 0.03], [-0.58, -0.47, 0.06], [-1.77, 0.46, 0.15], [1.17, 0.06, 0.13], [1.26, 1.27, -0.78], [1.53, 0.20, 1.49], [1.79, -1.03, -0.38], [0.32, -2.28, 0.11], [-1.49, -2.43, -0.10], [-1.51, 1.53, 0.42], [-2.39, 0.27, -0.86], [-2.40, 0.15, 0.94], [0.71, 1.07, -1.78], [2.32, 1.45, -0.95], [0.62, 2.07, -0.48], [0.99, -0.51, 1.99]]
}

---

# 2
{
  "formula": "C10H38O10",
  "method": "ωB97M-V with the def2-TZVPD basis set",
  "e_lumo_ev": 0.03,
  "smiles": "COCCOC.CO.CO.CO.CO.CO.CO.O.O",
  "e_tot_ha": -1156.039193,
  "gap_ev": 9.78,
  "symbols": ["C", "O", "C", "C", "O", "C", "H", "H", "H", "H", "H", "H", "H", "H", "H", "H", "C", "O", "H", "H", "H", "H", "C", "O", "H", "H", "H", "H", "C", "O", "H", "H", "H", "H", "C", "O", "H", "H", "H", "H", "C", "O", "H", "H", "H", "H", "C", "O", "H", "H", "H", "H", "O", "H", "H", "O", "H", "H"],
  "xyz": [[-0.23, -2.71, 1.71], [0.09, -4.06, 1.90], [1.25, -4.21, 2.67], [1.54, -5.66, 2.90], [0.48, -6.27, 3.59], [0.78, -7.59, 3.92], [0.65, -2.14, 1.37], [-0.64, -2.25, 2.61], [-0.91, -2.62, 0.86], [1.11, -3.76, 3.67], [2.12, -3.72, 2.21], [2.49, -5.76, 3.44], [1.73, -6.17, 1.94], [-0.12, -8.13, 4.22], [1.60, -7.71, 4.63], [1.03, -8.16, 3.00], [0.37, -0.86, -3.47], [0.48, -1.55, -2.22], [-0.50, -1.20, -4.03], [0.26, 0.20, -3.24], [1.30, -1.00, -4.04], [0.07, -2.42, -2.24], [-0.82, 0.69, -0.22], [-1.39, 1.87, -0.75], [-1.56, -0.11, -0.24], [0.05, 0.33, -0.75], [-0.52, 0.86, 0.82], [-0.73, 2.58, -0.82], [-4.37, 0.41, -1.59], [-4.33, 1.82, -1.49], [-5.40, 0.08, -1.63], [-3.94, 0.08, -2.55], [-3.79, -0.09, -0.82], [-3.44, 2.05, -1.19], [-3.41, 4.84, -1.18], [-3.09, 6.15, -1.65], [-4.36, 4.56, -1.62], [-2.61, 4.15, -1.48], [-3.46, 4.83, -0.09], [-2.16, 6.30, -1.45], [3.41, 0.10, -0.67], [2.49, -0.94, -0.37], [4.40, -0.30, -0.94], [3.08, 0.72, -1.50], [3.50, 0.76, 0.20], [1.97, -1.13, -1.16], [2.43, 3.87, -0.54], [1.07, 3.53, -0.33], [2.60, 4.13, -1.58], [2.75, 4.72, 0.08], [3.08, 3.08, -0.15], [0.92, 3.35, 0.60], [0.41, 5.28, -3.07], [0.30, 6.21, -2.86], [0.29, 4.81, -2.23], [0.83, 2.72, 2.32], [0.29, 3.46, 2.60], [0.57, 2.00, 2.91]]
}

---

# 3
{
  "formula": "CH4N2OS",
  "method": "ωB97M-V with the def2-TZVPD basis set",
  "e_lumo_ev": [0.39, -2.56],
  "spin_multiplicity": 3,
  "e_tot_ha": -623.134427,
  "gap_ev": [5.94, 7.01],
  "symbols": ["C", "N", "N", "O", "S", "H", "H", "H", "H"],
  "xyz": [[-1.95, 0.89, 0.40], [-2.35, 0.10, -0.37], [1.64, 0.00, -0.85], [0.78, -0.74, -0.01], [0.67, -0.38, 1.60], [-0.60, 0.43, 1.21], [-2.54, -0.89, -0.61], [2.64, -0.38, -0.71], [1.72, 0.96, -0.67]]
}